1.
A structure of composition C14H33AlBF7LiMgN2O8PS2, computed with wB97M-V/def2-TZVPD.

```
71
Properties=species:S:1:pos:R:3:forces:R:3
C -0.25246 -2.53869 -2.67340 -0.7 -1.1 -0.8
C -0.47767 -1.61911 -3.43170 -0.4 0.9 -0.9
P -0.93387 -0.34501 -4.70049 2.3 0.9 2.0
C -0.99552 1.35615 -3.91364 -0.6 0.1 0.1
C 0.42767 -0.40742 -6.01232 0.6 -0.6 0.0
C 1.31475 -1.74535 -5.90974 -1.0 0.4 0.2
O 2.09043 -1.90602 -7.11565 -0.8 0.7 1.1
B -2.65801 -0.89295 -5.41505 -1.7 -1.9 -1.3
N -3.86591 -0.04689 -5.40346 0.7 -0.9 0.3
O -2.71218 -2.21757 -5.93766 0.7 2.4 -0.3
H -0.23500 -3.57791 -2.25574 0.3 1.9 -0.1
H 0.01619 1.86613 -3.90661 -1.1 -0.9 0.2
H -1.76059 2.03186 -4.40330 0.8 -1.0 0.1
H -1.37384 1.18652 -2.85726 0.8 0.2 -1.2
H -0.07607 -0.35766 -7.02493 0.7 0.0 1.0
H 1.15993 0.44762 -5.86833 -1.3 -0.6 -0.1
H 1.95463 -1.68967 -4.98381 -0.5 0.0 -1.0
H 0.59065 -2.59615 -5.75139 1.1 0.5 -0.6
H 2.41920 -1.00967 -7.31599 0.1 -0.7 0.0
H -4.54153 -0.55349 -4.80601 0.1 0.6 -0.3
H -4.28496 -0.01349 -6.34684 0.2 -0.2 0.6
H -1.96870 -2.37163 -6.55721 -0.3 -0.5 0.8
C 3.13324 -0.68066 -1.67280 -0.1 -0.2 -0.6
S 1.62183 0.03400 -1.00597 1.0 0.0 0.1
O 1.11738 1.03689 -2.00752 3.5 -1.5 -2.1
C 2.41649 0.94376 0.32151 -0.3 0.3 0.3
H 2.87743 -1.27371 -2.55462 -0.1 0.1 0.0
H 3.82453 0.11254 -1.95862 -0.1 0.1 0.1
H 3.59620 -1.33097 -0.91540 0.0 0.2 0.6
H 3.15370 1.63300 -0.09172 -0.1 -0.1 -0.1
H 2.89850 0.23564 1.00187 0.2 -0.3 -0.3
H 1.65281 1.50740 0.85989 -0.1 0.0 -0.2
F 7.68114 2.16437 -1.24704 1.7 -0.9 -0.5
Al 7.35870 0.41512 -1.38335 -3.4 -2.4 0.5
F 6.82255 0.05847 -3.00246 1.0 0.7 1.4
F 6.14883 -0.04363 -0.24071 1.9 1.0 -1.4
F 8.86517 -0.42888 -1.06508 -0.2 2.1 -0.6
Mg 9.72656 1.98541 -1.70400 -1.0 -0.3 0.4
F 4.17266 -1.26785 0.83413 -0.4 -0.4 0.1
C -3.12912 2.40354 0.87453 -0.2 -0.4 0.2
C -2.07719 2.71749 1.92305 -0.2 0.5 0.1
O -0.82880 2.40997 1.29937 -0.2 -0.5 -0.5
S -0.94020 2.71019 -0.29190 -0.1 0.4 0.2
O -0.39426 3.99294 -0.55086 -0.4 -0.9 0.1
O -0.51987 1.53849 -1.00474 -3.5 1.7 2.5
O -2.56131 2.82004 -0.36839 0.4 0.2 0.2
H -3.32181 1.32870 0.81813 0.0 0.0 0.1
H -4.06496 2.92919 1.05974 0.1 0.0 -0.2
H -2.20830 2.13066 2.83142 0.2 -0.1 -0.1
H -2.07581 3.78157 2.17496 -0.1 0.0 0.0
C -2.52764 -0.75208 5.43069 0.1 0.0 0.2
C -3.09235 -1.84278 4.52996 0.1 0.0 0.3
C -3.40735 -1.34352 3.11707 -0.5 0.3 0.3
C -4.42791 -0.25765 3.17444 0.2 -0.2 -0.3
N -5.21753 0.57991 3.22024 0.3 -0.2 0.0
H -3.24407 0.06056 5.57857 0.0 0.0 -0.1
H -2.29179 -1.16027 6.41576 0.0 -0.1 -0.1
H -1.61054 -0.33061 5.00735 0.0 0.0 0.0
H -3.99745 -2.24957 4.98903 0.1 0.0 -0.1
H -2.36994 -2.65989 4.46657 -0.1 0.0 -0.1
H -3.79489 -2.16161 2.50626 0.0 0.2 0.0
H -2.50379 -0.95979 2.63571 -0.1 0.1 0.0
C -0.15351 -0.80391 8.39818 -0.7 -1.2 -1.1
O 0.37479 -2.03267 8.03886 1.4 1.0 0.2
H -0.04871 -0.11318 7.55940 0.2 0.1 0.1
H -1.21332 -0.92053 8.64631 0.0 0.1 0.4
H 0.39765 -0.40341 9.27359 0.4 0.6 0.7
H 0.26080 -2.62993 8.80122 -1.4 -0.5 -0.5
F -1.60398 -3.25500 9.05339 0.3 0.4 0.4
Li 0.89750 0.78488 10.64802 -0.2 -0.4 -0.3
F 0.79078 5.58776 -1.83348 0.3 0.3 -0.4
```
Forces are in eV/Å.

For the frontier orbital gap, the calculation gives 1.6 eV. The HOMO energy comes out at -6.63 eV. For the calculated total energy, the calculation gives -97309.1642 eV.

***

2.
A structure of composition C14H33AlF4N, computed with wB97M-V/def2-TZVPD.

```
53
Properties=species:S:1:pos:R:3:forces:R:3
N -0.35515 -5.29794 4.47024 0.2 -0.8 -0.9
Al -1.53007 -4.19335 3.41862 1.3 -0.3 0.2
C -3.42864 -3.98169 4.17129 -0.9 0.0 -0.4
F -3.46708 -3.62610 5.63734 -0.9 -0.8 -3.3
F -4.07398 -2.87745 3.36668 0.7 -2.2 2.3
C -4.36804 -5.32569 3.85928 0.0 1.8 0.3
F -3.58436 -6.49494 4.32165 -2.3 2.8 -1.7
F -4.65536 -5.31084 2.39758 1.0 -0.8 3.9
H 0.49810 -5.46841 3.85724 -1.4 0.1 1.1
H -0.75696 -6.24436 4.67417 0.6 1.1 -0.3
H -0.84773 -2.73573 3.31271 -0.2 0.1 0.1
H -1.65730 -4.85939 1.95874 -0.3 0.0 -0.2
H -5.40911 -5.22663 4.40420 2.1 -1.0 -1.1
C 2.47574 3.15770 2.22709 0.2 0.0 0.2
C 2.68949 2.00553 1.25770 -0.1 0.0 -0.2
C 1.38296 1.45756 0.67643 0.0 -0.1 0.0
C 0.41543 0.85377 1.70175 0.1 0.1 0.1
C 0.98738 -0.28964 2.54396 -0.2 0.0 0.0
C 1.38765 -1.50042 1.71408 0.1 -0.1 0.1
H 1.89500 2.84994 3.10133 0.0 0.0 -0.1
H 3.44069 3.53057 2.58659 -0.1 0.0 0.0
H 1.95484 3.98681 1.73863 0.0 -0.1 0.1
H 3.25575 1.20860 1.74936 -0.1 0.0 0.0
H 3.31629 2.35953 0.42893 0.0 -0.1 0.1
H 1.62491 0.70612 -0.08344 0.0 0.0 0.0
H 0.86377 2.26531 0.14556 0.1 0.0 0.0
H -0.47170 0.49235 1.16732 0.1 0.0 0.1
H 0.05884 1.64122 2.37544 0.0 0.0 -0.1
H 0.22489 -0.60188 3.26827 0.1 0.0 -0.1
H 1.84492 0.05491 3.13133 0.0 0.1 0.0
H 0.53025 -1.89166 1.15716 0.1 0.0 0.1
H 1.75885 -2.29723 2.36718 -0.1 0.0 -0.2
H 2.18187 -1.25873 1.00225 0.0 0.0 0.0
C -0.28258 4.41602 -5.03407 0.2 0.1 -0.2
C -0.59666 2.97111 -5.38969 -0.2 -0.1 0.0
C -1.08755 2.14988 -4.19396 0.0 -0.1 0.0
C -0.07906 1.99831 -3.04857 0.0 0.1 0.0
C 1.26209 1.37152 -3.43884 -0.1 0.0 0.2
C 1.12808 -0.05443 -3.95227 0.2 -0.1 -0.1
H 0.52723 4.48692 -4.30231 -0.1 0.0 0.0
H 0.03234 4.96354 -5.92875 0.0 0.0 0.1
H -1.16490 4.91764 -4.62512 0.1 0.0 0.0
H 0.28194 2.50241 -5.84341 0.0 0.0 0.0
H -1.37893 2.96422 -6.15980 0.1 0.0 0.1
H -1.38792 1.15782 -4.54924 0.0 0.1 0.1
H -1.99765 2.61393 -3.79368 0.1 0.0 0.0
H -0.54041 1.38936 -2.26144 0.1 0.0 -0.1
H 0.11026 2.97850 -2.59638 0.0 -0.1 0.0
H 1.91112 1.36252 -2.55442 -0.1 0.1 -0.1
H 1.77264 1.98667 -4.18718 0.0 0.0 0.0
H 0.66493 -0.69825 -3.19771 0.0 0.1 -0.1
H 2.11653 -0.46397 -4.18566 -0.2 0.0 0.0
H 0.52634 -0.10152 -4.86419 0.0 0.0 0.1
```
Forces are in eV/Å.

For the frontier orbital gap, the calculation gives 7.0 eV. The HOMO energy comes out at -4.53 eV. The charge is -1. For the calculated total energy, the calculation gives -34011.2396 eV.

***

The highest frontier orbital gap belongs to which entry? C14H33AlF4N

***

What is the formula in the first record? C14H33AlBF7LiMgN2O8PS2